A cluster of 7 separate species, C4H16O10 in total in a non-equilibrium geometry. Source: the Open Molecules 2025 dataset; level of theory: wB97M-V/def2-TZVPD.

Computed properties:
LUMO energy: 5.71 eV
orbital gap: 8.574 eV
energy above the lowest of the compared OMol25 structures with the same formula, charge and spin: 117.44 kJ/mol
net charge: -2

Last column: Mulliken charge in e.
Element x y z (Å)
H1 0.1119 3.9326 0.2013  0.32
H2 -0.7704 -2.4495 1.9269  0.43
H3 3.0067 0.7140 0.5879  0.17
H4 -2.7152 0.5493 -1.3318  0.30
O1 1.1000 -3.0374 -1.8028  -0.72
H5 -3.2231 -0.0805 1.6089  0.29
H6 -0.2071 3.2002 -1.0447  0.38
C1 0.7878 0.5917 0.9564  0.05
O2 3.4019 0.9779 -0.2446  -0.74
O3 -0.4965 -0.8405 2.5804  -0.91
C2 -0.2250 0.3050 2.1138  0.30
O4 -3.0212 -1.0163 1.7358  -0.71
H7 -1.2821 -2.3537 0.5519  0.27
H8 0.6770 -2.1653 -1.8943  0.30
O5 -2.6405 0.6846 -2.2880  -0.74
C3 1.0047 -0.3482 -0.2570  -0.66
H9 0.4704 -1.2993 -0.0226  -0.07
H10 1.6933 -2.7066 -1.1058  0.37
C4 0.5732 0.2572 -1.5931  1.02
O6 -0.2809 -0.3502 -2.2972  -0.94
H11 -1.7555 0.2991 -2.5655  0.44
O7 -0.4298 4.0304 -0.5920  -0.69
H12 -2.1208 -1.0312 2.1587  0.51
O8 1.2538 1.2172 -2.0572  -0.75
H13 1.9859 -0.8185 -0.2624  0.94
H14 0.4795 1.5920 0.5539  -0.45
O9 -0.7374 1.3508 2.5577  -0.70
O10 -1.0601 -3.0517 1.1878  -0.72
H15 2.7041 1.2147 -0.8890  0.38
H16 1.7155 0.6322 1.5267  0.34

Atomic forces in eV per Å
-0.2 0.2 0.1
0.0 -0.6 -0.7
-0.1 0.3 -0.5
0.3 -0.1 -0.5
0.7 1.0 0.6
0.3 -0.2 0.2
-0.2 0.1 -0.3
-0.4 0.0 -0.3
1.5 0.4 -0.1
0.9 -0.3 -0.4
-0.9 0.9 0.0
-0.2 0.2 0.0
-0.2 -0.5 -0.1
-1.0 -0.2 -0.9
-0.1 0.0 -0.3
-1.8 -1.9 1.7
-0.6 0.9 -0.3
0.2 -1.0 -0.1
1.4 -0.5 -2.0
0.1 -0.5 0.8
-0.7 0.3 0.8
0.4 -0.4 0.1
-0.6 0.3 -0.1
-0.2 0.3 1.3
0.5 0.9 -0.5
0.7 -0.8 0.7
0.2 0.1 0.0
0.4 0.6 0.5
-0.4 -0.1 0.1
0.0 0.6 0.1


A cluster of 3 separate species, C3H3O3S2 in total in a non-equilibrium geometry. Source: the Open Molecules 2025 dataset; level of theory: wB97M-V/def2-TZVPD.

Computed properties:
LUMO energy: 3.34 eV
orbital gap: 7.294 eV
energy above the lowest of the compared OMol25 structures with the same formula, charge and spin: 13.62 kJ/mol
net charge: -1

Last column: Mulliken charge in e.
Element x y z (Å)
O1 2.1644 1.8172 2.5343  -0.36
H1 2.6553 -0.5853 0.2404  0.32
O2 -0.0690 1.8560 2.9370  -0.36
S1 0.7568 -1.0966 1.6834  -0.46
C1 1.0528 1.8530 2.7679  0.70
O3 -1.7191 1.5904 -1.2832  -0.57
H2 -1.1619 0.5533 0.3327  0.10
S2 1.0394 0.2307 -0.9323  -0.38
H3 -1.9597 -0.4161 -0.8736  0.26
C2 1.5980 -0.5081 0.3815  -0.28
C3 -1.4982 0.5574 -0.6778  0.02

Atomic forces in eV per Å
2.8 0.4 -0.2
1.0 -0.4 1.0
-2.9 0.4 0.9
0.0 -0.5 0.5
0.1 -0.6 -0.7
-0.3 -0.2 -0.6
0.6 0.2 1.1
-0.9 0.9 -2.4
0.2 -0.4 -1.0
0.3 -0.6 0.6
-0.9 0.8 0.7


A structure of composition CH16Mn2O11 in a non-equilibrium geometry. Source: the Open Molecules 2025 dataset; level of theory: wB97M-V/def2-TZVPD.

Computed properties:
LUMO energy (spin up / spin down): -9.90 / -9.96 eV
orbital gap (spin up / spin down): 5.915 / 5.855 eV
energy above the lowest of the compared OMol25 structures with the same formula, charge and spin: 413.86 kJ/mol
⟨S²⟩: 30.006
spin multiplicity: 11
net charge: +2

Last column: Mulliken charge in e.
Element x y z (Å)
H1 0.7169 -2.7741 0.2205  0.35
Mn1 0.4704 2.0533 2.3780  1.25
H2 4.1233 0.6021 1.5632  0.30
H3 -1.9041 2.0345 -2.2388  0.36
H4 1.3993 -1.2679 -0.8764  0.28
O1 -1.8078 -1.9511 1.8433  -0.66
O2 -0.2713 -0.1637 -0.6014  -0.30
O3 -3.0639 -0.0829 -0.9727  -0.40
H5 2.7760 -1.8037 -1.2074  0.36
H6 -0.9833 -2.3928 1.6397  0.46
O4 -1.2367 1.5842 -2.7565  -0.44
H7 -3.9378 -0.4680 -1.0371  0.31
H8 -3.0667 0.3798 -0.1348  0.36
O5 -0.6036 0.6688 1.2930  -0.72
H9 2.7817 0.1832 1.0004  0.33
C1 0.1148 0.4811 0.3607  0.89
H10 -3.3197 2.2394 2.0406  0.33
H11 3.0790 1.8218 -2.0538  0.28
O6 1.9146 -2.0745 -0.8898  -0.66
O7 -3.1098 1.8153 1.2085  -0.71
H12 -0.8662 2.2666 -3.3162  0.31
O8 3.3477 1.7575 -1.1373  -0.60
O9 3.6909 -0.1044 1.0834  -0.58
O10 0.4001 -3.2013 1.0164  -0.65
H13 -2.3248 1.2997 1.3932  0.35
O11 1.1907 1.0994 0.4986  -0.85
H14 0.9869 -3.9477 1.1380  0.32
H15 2.5763 1.4170 -0.6844  0.37
H16 -1.6825 -1.0543 1.5332  0.20
Mn2 -1.3903 -0.4171 -2.3044  1.17

Atomic forces in eV per Å
0.5 -0.2 -0.2
0.3 -1.6 -1.8
0.5 0.1 0.0
-0.5 0.4 0.4
0.1 0.4 0.0
-1.0 0.6 0.1
-0.3 -2.2 -3.9
0.4 -0.4 -1.4
0.6 -0.1 0.0
0.6 -0.7 -0.1
-0.2 -0.2 0.0
-0.6 -0.3 -0.1
0.0 0.5 0.8
-6.6 1.3 7.6
-0.1 -0.1 -0.1
2.6 0.8 -2.2
-0.6 0.1 0.2
0.2 0.2 -0.3
-0.3 0.1 -0.5
0.2 0.1 -0.5
0.5 0.1 -0.6
0.1 0.2 -0.2
-0.1 -0.4 0.3
-0.4 0.1 0.2
0.5 -0.3 0.2
3.6 1.8 -0.2
0.1 -0.2 0.2
-0.1 -0.1 0.1
0.0 0.0 0.1
0.3 0.0 1.7


The molecule C4H5NO in a non-equilibrium geometry. Source: the Open Molecules 2025 dataset; level of theory: wB97M-V/def2-TZVPD.

Computed properties:
LUMO energy: -0.12 eV
orbital gap: 8.583 eV
energy above the lowest of the compared OMol25 structures with the same formula, charge and spin: 508.32 kJ/mol

Last column: Mulliken charge in e.
Element x y z (Å)
N1 -2.3706 0.3759 2.1215  -0.44
C1 1.3526 -0.6659 -1.0281  -0.41
C2 -0.8354 0.1754 0.0220  -0.71
H1 0.8223 -0.8659 -1.9590  0.22
C3 -1.6753 0.3119 1.1632  0.06
H2 0.9916 -0.3447 1.1180  0.38
C4 0.6143 -0.1163 0.1220  0.39
H3 2.2331 -1.2848 -0.8483  0.24
H4 -1.3345 1.4521 0.9289  0.32
H5 -1.2760 0.2671 -0.9698  0.34
O1 1.4779 0.6952 -0.6704  -0.39

Atomic forces in eV per Å
0.3 -0.3 -0.4
-0.1 -0.3 -0.1
-0.2 1.1 0.6
0.1 0.1 0.1
-0.8 -1.2 0.9
-0.1 0.1 -0.1
-0.2 0.1 0.3
-0.2 0.1 0.0
1.3 -0.1 -1.7
-0.1 0.2 0.4
0.2 0.2 0.0


A structure of composition C7H10INS in a non-equilibrium geometry. Source: the Open Molecules 2025 dataset; level of theory: wB97M-V/def2-TZVPD.

Computed properties:
LUMO energy: 0.57 eV
orbital gap: 9.590 eV
energy above the lowest of the compared OMol25 structures with the same formula, charge and spin: 107.93 kJ/mol

Last column: Mulliken charge in e.
Element x y z (Å)
H1 1.2731 1.6793 0.0624  0.24
C1 1.6982 -3.1985 -0.3499  -0.20
H2 0.9247 0.1004 1.0444  0.31
H3 -1.5854 2.9777 1.1085  0.34
H4 -1.4355 0.4494 0.8735  0.38
H5 -2.3320 2.4445 -0.5735  0.36
H6 0.5225 1.7675 1.8214  0.32
C2 0.8773 -2.8330 0.6768  -0.45
C3 -0.8508 1.0775 0.2680  0.31
C4 0.5115 1.1565 0.8007  -1.07
C5 -0.6593 0.3458 -1.0699  -0.93
C6 -1.4321 2.5402 0.0232  -1.09
S1 1.5318 -2.0265 -1.5286  -0.20
N1 0.0070 -1.8134 0.4917  -0.34
H7 0.8616 -3.4251 1.6025  0.36
I1 -2.3209 -0.2508 -2.1910  0.12
C7 0.3526 -1.2584 -0.6063  0.37
H8 2.6457 -3.7900 -0.3238  0.36
H9 0.0496 0.8782 -1.5615  0.60
H10 -0.6397 3.1787 -0.5686  0.24

Atomic forces in eV per Å
-1.5 -0.9 1.4
1.6 -0.1 1.1
-0.6 2.3 -0.2
0.0 -0.5 -2.4
-1.2 -0.4 1.1
-0.3 0.4 0.2
0.1 -1.1 -2.1
0.1 -2.7 1.5
-0.2 1.1 -2.6
3.6 0.7 2.6
0.7 -4.3 2.8
1.7 -0.2 1.4
0.2 1.1 -1.7
0.7 -0.3 0.4
-0.2 0.5 -0.3
0.0 0.1 0.0
-3.6 4.1 -2.0
-1.4 0.2 0.0
1.7 1.4 -2.3
-1.5 -1.2 1.2